The following is a DFT calculation (ωB97M-V/def2-TZVPD) of a molecular structure, C17H35CaF3NO8S in a non-equilibrium geometry.

Last column: natural (NBO) charge in e.
Cartesian coordinates (Å):
Ca -0.58 -0.42 0.73  1.808
C 3.72 -2.58 -2.64  -0.732
C 2.62 -2.06 -1.72  0.750
O 2.23 -0.93 -1.84  -0.804
O 2.13 -2.78 -0.85  -0.807
H 4.57 -2.71 -1.96  0.214
H 3.98 -1.78 -3.33  0.207
H 3.38 -3.52 -3.08  0.214
C -2.72 3.50 0.40  0.297
O -1.72 2.97 -0.53  -0.579
O -2.67 2.40 1.26  -0.918
C -2.45 4.98 0.90  0.921
F -1.21 5.10 1.34  -0.324
F -2.64 5.96 -0.04  -0.356
F -3.25 5.36 1.96  -0.344
C -1.42 3.60 -1.76  -0.078
C -2.56 3.22 -2.70  -0.641
H -3.30 4.01 -2.70  0.203
H -2.13 3.32 -3.70  0.192
H -2.98 2.22 -2.70  0.213
H -0.51 3.13 -2.15  0.171
H -1.33 4.68 -1.75  0.172
H -3.61 3.51 -0.23  0.111
C 0.63 -3.35 4.29  -0.634
C -0.74 -3.85 3.75  0.095
C -1.39 -4.83 4.77  -0.631
O -1.59 -2.75 3.36  -1.004
H 1.21 -2.80 3.56  0.190
H 1.24 -4.21 4.56  0.178
H 0.64 -2.58 5.06  0.200
H -0.52 -4.36 2.81  0.120
H -0.56 -5.53 4.86  0.185
H -2.26 -5.30 4.33  0.199
H -1.58 -4.43 5.77  0.195
C -2.62 -4.09 -2.21  -0.616
C -2.51 -2.76 -2.99  -0.086
C -3.55 -2.75 -4.18  -0.098
O -3.61 -1.57 -4.99  -0.534
C -2.50 -1.74 -5.94  -0.267
N -2.88 -1.70 -2.03  -0.859
H -1.99 -4.89 -2.59  0.216
H -3.67 -4.36 -2.24  0.194
H -2.27 -3.86 -1.20  0.235
H -1.47 -2.73 -3.30  0.207
H -4.55 -3.01 -3.84  0.184
H -3.26 -3.66 -4.72  0.168
H -1.58 -1.77 -5.37  0.179
H -2.59 -0.83 -6.54  0.194
H -2.45 -2.59 -6.61  0.175
H -3.82 -1.81 -1.69  0.359
H -3.02 -0.96 -2.70  0.362
C 4.74 4.48 3.02  -0.437
C 4.97 3.64 1.83  -0.399
C 4.94 2.08 2.19  -0.659
S 3.56 2.01 3.36  2.062
O 4.02 1.17 4.53  -0.927
O 2.33 1.64 2.66  -0.935
C 3.68 3.86 3.81  -0.603
H 4.55 5.53 2.80  0.234
H 5.67 4.57 3.58  0.208
H 5.97 3.90 1.49  0.221
H 4.26 3.88 1.04  0.226
H 5.82 1.74 2.73  0.244
H 4.68 1.32 1.46  0.269
H 3.86 3.82 4.88  0.248
H 2.66 4.23 3.72  0.251

LUMO level: 1.236 eV
energy relative to the best compared isomer or geometry (same formula, charge and spin): 10.346 eV
charge: -1
DFT total energy: -73488.1538 eV

***

The following is a DFT calculation (ωB97M-V/def2-TZVPD) of a gas-phase ion, C4H9NO (charge +1) in a non-equilibrium geometry.

Last column: Mulliken spin population.
Cartesian coordinates (Å):
C -0.78 -1.64 -0.78  0.045
C -0.42 -0.90 0.47  -0.047
N -0.17 0.43 0.30  0.074
C 0.66 0.82 -0.99  -0.005
C 0.20 1.13 1.44  0.003
O -0.18 -1.61 1.57  0.914
H 0.13 -1.69 -1.57  -0.002
H -1.21 -2.63 -0.62  0.004
H -1.57 -1.08 -1.28  0.006
H 1.50 0.23 -1.10  0.001
H 1.09 1.93 -1.01  0.003
H -0.06 0.76 -1.71  0.000
H 0.70 0.63 2.27  -0.002
H 0.82 1.96 1.18  0.001
H -0.70 1.66 1.84  0.004

spin multiplicity: 2
LUMO level (alpha / beta): -5.054 / -8.704 eV
energy relative to the best compared isomer or geometry (same formula, charge and spin): 2.526 eV
charge: +1
DFT total energy: -7820.7689 eV

***

The following is a DFT calculation (ωB97M-V/def2-TZVPD) of a molecular structure, C18H36F4LiN2O26S4 in a non-equilibrium geometry.

Last column: Mulliken spin population.
Cartesian coordinates (Å):
Li 9.16 -14.28 14.86  0.000
N 12.17 -8.44 18.91  0.580
S 11.71 -9.90 18.60  -0.092
O 12.70 -10.94 18.80  0.317
O 10.57 -10.29 17.84  0.148
F 11.05 -9.99 20.08  -0.002
S 12.84 -8.39 17.27  -0.031
O 11.81 -8.27 16.21  0.050
O 14.05 -9.18 17.02  0.030
F 13.43 -6.90 17.21  -0.002
N 10.95 -13.58 14.54  0.000
S 12.05 -12.72 15.61  -0.002
O 12.02 -11.25 15.54  0.000
O 13.31 -13.37 15.94  0.000
F 11.17 -12.98 16.94  -0.002
S 11.94 -13.45 13.38  0.000
O 13.19 -14.27 13.47  0.000
O 12.09 -12.25 12.61  0.000
F 11.13 -14.40 12.30  0.000
C 11.87 -16.44 16.18  0.000
O 11.68 -16.57 17.58  0.000
C 12.58 -17.27 18.35  0.000
O 13.62 -17.82 17.92  0.000
O 12.21 -17.15 19.68  0.000
C 13.04 -17.67 20.69  0.000
H 12.72 -15.78 15.97  0.000
H 11.09 -15.87 15.66  0.000
H 12.08 -17.42 15.74  0.000
H 14.11 -17.53 20.50  0.000
H 12.87 -18.72 20.95  0.000
H 12.83 -17.06 21.57  0.000
C 9.26 -10.30 14.48  0.000
O 7.88 -10.43 14.36  0.000
C 7.29 -11.66 14.50  0.000
O 7.85 -12.80 14.61  0.000
O 5.97 -11.51 14.34  0.000
C 5.00 -12.57 14.49  0.000
H 9.79 -11.02 13.86  0.000
H 9.41 -10.55 15.53  0.000
H 9.65 -9.32 14.23  0.000
H 5.09 -12.77 15.56  0.000
H 5.28 -13.49 13.98  0.000
H 4.03 -12.27 14.09  0.000
C 7.78 -17.14 17.92  0.000
O 8.11 -15.85 18.45  0.000
C 8.13 -14.76 17.70  0.000
O 8.02 -14.74 16.48  0.000
O 8.24 -13.76 18.50  0.000
C 8.00 -12.48 18.08  0.002
H 7.47 -17.87 18.67  0.000
H 8.79 -17.54 17.78  0.000
H 7.26 -17.27 16.97  0.000
H 7.19 -12.39 17.35  0.000
H 8.90 -12.10 17.60  0.000
H 7.77 -11.87 18.96  0.000
C 15.34 -14.55 18.51  0.000
O 16.28 -15.26 19.25  0.000
C 16.85 -16.37 18.77  0.000
O 16.67 -16.74 17.64  0.000
O 17.83 -16.82 19.58  0.000
C 18.30 -16.17 20.74  0.000
H 14.74 -13.83 19.06  0.000
H 14.62 -15.27 18.14  0.000
H 15.67 -14.05 17.60  0.000
H 17.71 -16.52 21.58  0.000
H 18.11 -15.10 20.64  0.000
H 19.34 -16.32 21.03  0.000
C 14.84 -15.58 22.37  0.000
O 14.29 -14.84 21.35  0.000
C 13.03 -14.42 21.53  -0.001
O 12.30 -14.89 22.37  0.000
O 12.71 -13.47 20.55  0.001
C 11.37 -13.18 20.30  0.007
H 14.96 -16.65 22.16  0.000
H 14.40 -15.43 23.35  0.000
H 15.87 -15.24 22.44  0.000
H 11.11 -12.33 20.94  0.001
H 10.73 -14.01 20.60  0.000
H 11.24 -12.91 19.26  -0.006
C 6.11 -17.08 14.20  0.000
O 6.93 -17.26 13.08  0.000
C 8.16 -16.77 13.12  0.000
O 8.72 -16.12 14.03  0.000
O 8.81 -17.23 12.01  0.000
C 10.20 -17.10 11.83  0.000
H 5.32 -17.83 14.17  0.000
H 5.78 -16.05 14.30  0.000
H 6.67 -17.47 15.04  0.000
H 10.63 -18.09 11.66  0.000
H 10.62 -16.77 12.78  0.000
H 10.50 -16.44 11.01  0.000

spin multiplicity: 2
LUMO level (alpha / beta): -2.248 / -6.014 eV
energy relative to the best compared isomer or geometry (same formula, charge and spin): 0.000 eV
DFT total energy: -129872.1065 eV

***

The following is a DFT calculation (ωB97M-V/def2-TZVPD) of a gas-phase ion, C6H9O3S2 (charge -1) in a non-equilibrium geometry.

Last column: natural (NBO) charge in e.
Cartesian coordinates (Å):
C -0.72 -0.01 0.65  0.128
C 0.43 0.11 -0.39  -0.256
C 1.71 0.14 0.04  0.052
C -0.94 1.19 1.63  -0.650
C -0.07 -0.53 -2.77  -0.638
C -0.10 0.63 -1.76  -0.379
O 0.52 -2.74 3.02  -1.009
O -0.73 -1.23 1.31  -0.768
O 1.65 -0.71 2.36  -1.013
S 3.27 0.09 -0.22  0.017
S 0.40 -1.32 2.75  1.682
H -1.65 -0.15 -0.03  0.150
H -0.15 1.06 2.32  0.228
H -1.89 1.33 2.13  0.206
H -0.76 2.12 1.08  0.188
H 0.23 -0.04 -3.65  0.211
H 0.66 -1.24 -2.35  0.230
H -1.08 -1.07 -2.57  0.216
H -1.20 0.83 -1.50  0.200
H 0.42 1.53 -2.06  0.204

LUMO level: 3.047 eV
charge: -1
DFT total energy: -34179.2974 eV

***

The following is a DFT calculation (ωB97M-V/def2-TZVPD) of C4H9NO in the gas phase.

Last column: natural (NBO) charge in e.
Cartesian coordinates (Å):
C 0.78 1.32 -0.36  -0.641
C -0.55 0.56 -0.37  0.096
C -0.55 -0.62 -1.34  -0.641
N 0.81 -1.21 1.28  -0.740
C -0.26 -0.67 1.68  0.416
O -0.98 0.19 0.96  -0.501
H 0.84 1.96 -1.25  0.212
H 1.63 0.63 -0.36  0.230
H 0.85 1.96 0.52  0.218
H -1.35 1.25 -0.66  0.189
H -1.38 -1.30 -1.12  0.218
H 0.38 -1.18 -1.27  0.230
H -0.68 -0.25 -2.36  0.212
H 1.18 -1.82 2.00  0.352
H -0.74 -0.82 2.65  0.150

LUMO level: 1.034 eV
energy relative to the best compared isomer or geometry (same formula, charge and spin): 1.122 eV
DFT total energy: -7831.1978 eV

***

The following is a DFT calculation (ωB97M-V/def2-TZVPD) of 3 unconnected molecules or ions with the total composition C6H12Br6 in a non-equilibrium geometry.

Last column: natural (NBO) charge in e.
Cartesian coordinates (Å):
Br -4.27 -4.82 -0.34  -0.029
C -2.33 -4.32 -0.64  -0.423
C -2.19 -2.91 -1.21  -0.440
Br -0.30 -2.76 -1.78  -0.022
H -1.78 -5.00 -1.29  0.229
H -1.79 -4.41 0.30  0.224
H -2.38 -2.07 -0.54  0.232
H -2.93 -2.74 -1.99  0.232
Br -2.85 0.98 -1.26  -0.047
C -0.95 1.03 -1.86  -0.423
C -0.06 1.84 -0.88  -0.443
Br 1.70 2.19 -1.74  -0.007
H -1.03 1.52 -2.83  0.228
H -0.73 -0.02 -2.05  0.239
H 0.06 1.45 0.13  0.222
H -0.59 2.78 -0.70  0.228
Br 3.64 0.25 3.22  -0.022
C 2.87 1.50 1.88  -0.436
C 2.44 2.83 2.53  -0.411
Br 4.08 3.74 3.29  -0.043
H 1.99 0.98 1.51  0.221
H 3.64 1.71 1.13  0.236
H 1.70 2.72 3.33  0.226
H 2.09 3.53 1.77  0.227

LUMO level: 0.136 eV
energy relative to the best compared isomer or geometry (same formula, charge and spin): 0.780 eV
DFT total energy: -426671.3234 eV

***

The following is a DFT calculation (ωB97M-V/def2-TZVPD) of C4H5N3S in the gas phase in a non-equilibrium geometry.

Last column: natural (NBO) charge in e.
Cartesian coordinates (Å):
C 0.53 0.70 -0.31  -0.207
C 1.28 -0.15 0.85  -0.195
C -0.86 -0.73 0.84  0.275
C 2.52 -0.54 0.19  0.275
H -2.48 -0.23 -1.79  0.116
H 0.75 0.10 -1.19  0.212
H 0.53 1.78 -0.46  0.237
H 1.65 0.32 1.67  0.235
H -1.72 -1.47 1.28  0.227
N -0.92 0.43 0.20  -0.564
N 0.23 -1.06 1.18  -0.469
N 3.26 -0.76 -0.89  -0.298
S -2.35 0.85 -0.77  0.153

LUMO level: 0.308 eV
energy relative to the best compared isomer or geometry (same formula, charge and spin): 4.990 eV
DFT total energy: -19529.8907 eV

***

What is the DFT total energy in the first record?
-73488.1538 eV

***

The highest DFT total energy belongs to which entry?
number 2

***

DFT total energy of number 2 (C4H9NO)?
-7820.7689 eV

***

Please write out number 1 again, unchanged.
The following is a DFT calculation (ωB97M-V/def2-TZVPD) of a molecular structure, C17H35CaF3NO8S in a non-equilibrium geometry.

Last column: natural (NBO) charge in e.
Cartesian coordinates (Å):
Ca -0.58 -0.42 0.73  1.808
C 3.72 -2.58 -2.64  -0.732
C 2.62 -2.06 -1.72  0.750
O 2.23 -0.93 -1.84  -0.804
O 2.13 -2.78 -0.85  -0.807
H 4.57 -2.71 -1.96  0.214
H 3.98 -1.78 -3.33  0.207
H 3.38 -3.52 -3.08  0.214
C -2.72 3.50 0.40  0.297
O -1.72 2.97 -0.53  -0.579
O -2.67 2.40 1.26  -0.918
C -2.45 4.98 0.90  0.921
F -1.21 5.10 1.34  -0.324
F -2.64 5.96 -0.04  -0.356
F -3.25 5.36 1.96  -0.344
C -1.42 3.60 -1.76  -0.078
C -2.56 3.22 -2.70  -0.641
H -3.30 4.01 -2.70  0.203
H -2.13 3.32 -3.70  0.192
H -2.98 2.22 -2.70  0.213
H -0.51 3.13 -2.15  0.171
H -1.33 4.68 -1.75  0.172
H -3.61 3.51 -0.23  0.111
C 0.63 -3.35 4.29  -0.634
C -0.74 -3.85 3.75  0.095
C -1.39 -4.83 4.77  -0.631
O -1.59 -2.75 3.36  -1.004
H 1.21 -2.80 3.56  0.190
H 1.24 -4.21 4.56  0.178
H 0.64 -2.58 5.06  0.200
H -0.52 -4.36 2.81  0.120
H -0.56 -5.53 4.86  0.185
H -2.26 -5.30 4.33  0.199
H -1.58 -4.43 5.77  0.195
C -2.62 -4.09 -2.21  -0.616
C -2.51 -2.76 -2.99  -0.086
C -3.55 -2.75 -4.18  -0.098
O -3.61 -1.57 -4.99  -0.534
C -2.50 -1.74 -5.94  -0.267
N -2.88 -1.70 -2.03  -0.859
H -1.99 -4.89 -2.59  0.216
H -3.67 -4.36 -2.24  0.194
H -2.27 -3.86 -1.20  0.235
H -1.47 -2.73 -3.30  0.207
H -4.55 -3.01 -3.84  0.184
H -3.26 -3.66 -4.72  0.168
H -1.58 -1.77 -5.37  0.179
H -2.59 -0.83 -6.54  0.194
H -2.45 -2.59 -6.61  0.175
H -3.82 -1.81 -1.69  0.359
H -3.02 -0.96 -2.70  0.362
C 4.74 4.48 3.02  -0.437
C 4.97 3.64 1.83  -0.399
C 4.94 2.08 2.19  -0.659
S 3.56 2.01 3.36  2.062
O 4.02 1.17 4.53  -0.927
O 2.33 1.64 2.66  -0.935
C 3.68 3.86 3.81  -0.603
H 4.55 5.53 2.80  0.234
H 5.67 4.57 3.58  0.208
H 5.97 3.90 1.49  0.221
H 4.26 3.88 1.04  0.226
H 5.82 1.74 2.73  0.244
H 4.68 1.32 1.46  0.269
H 3.86 3.82 4.88  0.248
H 2.66 4.23 3.72  0.251

LUMO level: 1.236 eV
energy relative to the best compared isomer or geometry (same formula, charge and spin): 10.346 eV
charge: -1
DFT total energy: -73488.1538 eV